Below is 5 unconnected molecules or ions with the total composition C3H17N2O4 in a non-equilibrium geometry, with properties calculated with ωB97M-V with the def2-TZVPD basis set.

Structure (XYZ):
```
26
Properties=species:S:1:pos:R:3:forces:R:3:mulliken_charge:R:1
O -3.200 -0.479 1.273 0.5 0.7 -0.2 -0.718
H -0.952 0.265 0.461 2.7 1.0 0.5 -0.067
H 1.474 1.446 1.953 0.4 0.2 0.0 0.179
H -1.383 -2.944 0.513 0.4 2.2 -0.9 0.316
H 3.175 2.049 -0.117 0.2 0.1 0.2 0.300
H 2.313 -2.387 -2.247 -0.6 2.4 0.6 0.302
H 2.969 -1.339 -1.064 1.2 0.7 0.2 0.385
O -3.470 1.674 -0.259 -0.5 0.5 -1.5 -0.685
C 2.278 -1.258 -1.872 -1.8 -2.0 -1.9 -1.165
H 2.481 -0.645 -2.821 0.2 -0.6 1.9 0.268
N 1.082 -0.103 -0.052 2.3 3.1 3.2 -0.080
H 0.168 -0.399 -1.867 1.0 0.0 0.1 0.329
C 0.904 -0.901 -1.185 -2.0 -2.7 -3.1 -0.218
H 0.232 -1.822 -0.973 1.8 1.4 0.1 0.305
H -3.362 0.322 0.720 -0.1 -0.5 0.3 0.386
H -2.751 2.235 -0.586 -0.2 -0.1 0.2 0.311
H 3.911 1.631 1.233 -2.1 0.0 -1.3 0.327
H -0.175 1.727 2.302 -0.2 -0.2 -0.2 0.238
H -2.045 -1.594 0.607 -2.6 1.5 1.3 0.346
C 0.191 0.529 0.671 -2.6 -1.6 -0.2 0.538
O -1.311 -1.974 0.204 2.0 -4.2 -0.3 -0.627
H -4.046 -0.871 1.439 -0.7 -0.3 0.2 0.299
H -4.084 1.634 -1.033 0.6 0.0 1.0 0.343
H 2.072 0.278 0.245 -1.8 -1.4 -1.1 0.374
N 0.518 1.292 1.715 -1.0 -0.3 -0.4 -0.300
O 3.011 1.634 0.741 2.7 0.1 1.1 -0.685
```
Forces are in eV/Å.

Values from the calculation:
orbital gap = 10.454 eV
energy above the lowest of the compared OMol25 structures with the same formula, charge and spin = 31.2 kcal per mole
electronic energy = -14550.46600 eV
total charge = +1

---

Below is 3 unconnected molecules or ions with the total composition C3H11NO4 in a non-equilibrium geometry, with properties calculated with ωB97M-V with the def2-TZVPD basis set.

Structure (XYZ):
```
19
Properties=species:S:1:pos:R:3:forces:R:3:mulliken_charge:R:1
H -1.167 0.186 0.539 0.2 0.2 -0.2 0.407
H 1.450 0.965 1.861 0.5 -0.1 -0.7 0.303
H -1.811 2.207 -2.035 -0.1 0.1 0.0 0.312
C 0.373 0.958 1.767 -0.5 0.4 1.3 -0.371
H -0.616 -0.964 1.633 0.6 -0.3 0.1 0.273
O -1.027 2.534 -1.584 0.1 -0.1 0.1 -0.639
H 0.064 0.855 2.804 -0.1 -0.2 0.2 0.300
O 1.608 -1.508 0.172 -0.3 -0.2 0.1 -0.725
H -1.177 3.477 -1.457 0.0 0.0 -0.1 0.294
H 0.889 -0.749 -2.138 0.5 -0.4 0.3 0.245
H 0.821 -3.162 -0.426 0.0 -0.3 0.1 0.386
H -0.289 2.359 0.504 0.2 -0.3 -0.4 0.318
C 0.662 -0.775 -0.083 0.3 0.5 -0.2 0.605
O -0.141 2.238 1.443 0.0 0.4 0.0 -0.529
C -0.233 -0.185 0.975 -0.8 0.0 -0.2 -0.712
H 0.277 -4.609 -0.248 0.1 0.1 0.1 0.297
N 0.407 -0.365 -1.346 -0.1 -0.1 -0.9 -0.237
H -0.246 0.334 -1.635 -0.4 0.2 0.7 0.120
O 0.158 -3.797 -0.745 -0.1 0.1 -0.2 -0.647
```
Forces are in eV/Å.

Values from the calculation:
orbital gap = 10.226 eV
energy above the lowest of the compared OMol25 structures with the same formula, charge and spin = 29.8 kcal per mole
electronic energy = -12969.76754 eV
SMILES string = NC(=O)CCO.O.O

---

Below is a molecular structure, C53H30BrN14SeV in a non-equilibrium geometry, with properties calculated with ωB97M-V with the def2-TZVPD basis set.

Structure (XYZ):
```
100
Properties=species:S:1:pos:R:3:forces:R:3:mulliken_charge:R:1
H 4.922 0.651 1.841 0.0 -0.1 -0.3 0.439
C -3.067 0.427 -2.664 -0.2 0.0 0.2 -0.204
C 3.162 -4.719 2.178 1.0 -0.3 -0.3 -0.564
N 2.089 -0.987 -5.514 -0.2 -0.2 0.5 -0.846
C 1.517 -3.404 1.068 0.4 -1.4 -1.0 -0.308
H -6.543 4.422 -2.711 -0.4 0.0 -0.4 0.435
H 4.047 -0.606 -1.521 0.3 0.2 0.9 0.658
C 2.146 -0.882 -4.191 -1.4 0.2 -1.0 0.768
N 3.501 -0.264 9.229 0.1 -0.1 0.2 -0.513
H -1.586 -6.693 -4.752 -0.2 0.8 0.1 0.367
V -0.963 -0.374 -0.613 1.7 -0.2 0.3 0.371
N -1.168 0.722 1.125 -0.9 0.9 0.0 0.651
C -4.994 1.576 -3.901 -0.7 0.2 -1.3 -0.383
H -3.267 -5.247 -5.927 0.0 0.1 0.1 0.396
C -4.063 1.450 -2.912 -0.3 0.7 0.7 0.020
C 3.331 1.158 4.069 -1.0 0.3 -0.6 0.656
C 0.825 -0.699 -3.540 0.5 0.0 0.3 -0.350
H 2.499 -1.925 3.950 -0.2 0.8 0.7 0.802
C -0.153 2.492 -1.549 0.7 0.0 0.7 -0.408
C -2.204 2.136 2.635 0.6 -0.6 0.2 -0.041
H -3.544 3.796 5.183 -0.4 0.3 0.7 0.449
C 3.356 -0.864 -3.432 -0.8 0.3 -1.0 -0.843
C -2.190 2.114 5.388 0.6 -0.9 -0.1 -0.946
C -0.685 0.422 2.360 0.1 -0.4 0.1 -1.428
H -2.203 2.119 6.473 -0.1 -0.1 -0.1 0.422
H -0.156 2.378 -0.456 -0.1 0.2 -0.5 0.092
C 0.883 3.218 -2.124 0.3 0.3 0.1 -0.717
N 2.402 2.609 0.953 -0.2 0.1 -0.2 -0.316
H -0.364 -5.770 -2.793 -0.1 0.2 0.0 0.513
H 3.884 -5.552 2.219 -0.6 0.3 -0.1 0.330
C 3.240 -3.775 3.224 -1.2 0.3 -1.4 -0.934
C 3.522 0.448 6.735 1.0 -0.1 -0.4 0.336
H -6.657 2.739 -4.641 0.4 0.2 0.2 0.381
H 1.181 1.270 4.453 -0.1 0.2 -0.4 0.245
C 0.639 -1.426 1.796 -0.7 0.2 -0.7 -0.571
H 2.258 -5.272 0.217 0.2 0.4 0.6 0.496
N 0.036 -1.696 0.528 -0.3 0.9 0.9 0.464
C -1.100 -5.161 -3.313 -0.4 -1.0 -0.6 -0.386
C -3.089 -3.585 -4.607 0.5 -0.1 -0.4 -0.444
C -1.080 1.854 -2.351 -0.5 -0.3 -0.1 0.689
C -5.899 2.673 -3.853 -0.1 -1.0 -0.7 -0.697
C 2.168 1.110 4.841 0.7 -0.2 0.4 0.521
C 4.564 0.843 4.588 0.8 0.0 0.2 -0.478
H 4.295 -0.935 -3.980 -0.1 -0.2 0.4 0.492
C 3.520 1.903 0.587 0.1 -0.1 0.6 -1.091
H -0.798 0.429 5.253 -0.5 0.6 -0.2 0.504
C 0.440 -2.929 0.122 1.2 -0.6 0.5 0.255
C 1.884 -0.461 -1.566 0.2 0.2 0.7 -0.530
C -2.972 3.050 4.686 0.3 0.3 -1.1 -0.713
C 3.564 0.044 8.126 -0.1 0.3 -0.6 0.022
H 3.885 1.927 -0.411 0.2 0.0 -0.6 0.687
C 2.345 -4.555 1.050 -1.0 0.7 0.5 -0.416
N 0.727 -0.474 -2.151 0.3 -0.2 -1.0 1.475
C -1.343 1.221 3.337 -0.4 0.4 -1.2 0.730
C -1.797 -5.665 -4.400 0.2 0.0 0.1 -0.636
C 2.419 -2.640 3.177 1.5 -1.4 0.0 0.066
C 0.963 3.307 -3.511 0.0 0.7 1.1 -0.124
C -2.406 -3.051 -3.513 1.0 -1.1 1.5 0.451
H 1.873 -0.280 -0.514 -0.1 0.1 0.7 0.660
N -3.180 -0.776 -3.054 0.5 0.0 -0.1 -0.380
H 1.619 3.742 -1.499 -0.5 -0.4 -0.2 0.521
H -4.911 4.024 -0.880 -0.2 0.0 -0.3 0.524
N 0.303 -0.497 2.621 -0.1 -0.1 0.0 0.058
H -3.776 -2.982 -5.147 -0.7 0.3 -0.3 0.547
C 4.055 1.263 1.669 -0.1 0.0 0.0 -0.441
H -4.983 0.856 -4.755 -0.2 0.7 0.9 0.437
C 0.031 2.672 -4.297 0.6 0.0 -1.5 -0.481
H 5.459 0.909 3.955 -0.4 0.0 0.4 0.396
H 5.701 0.284 6.300 -0.8 0.0 0.1 0.423
Se 0.356 -0.942 -5.977 0.7 0.0 0.2 0.194
C -2.770 -4.847 -5.048 0.3 -0.5 0.1 -0.602
C -4.958 3.386 -1.764 -0.5 0.7 0.1 -0.038
N -0.216 -0.703 -4.331 0.1 -0.2 0.5 -0.188
C -0.994 1.944 -3.736 -0.7 -0.4 -0.1 -0.345
H 1.419 0.732 6.802 -0.3 0.0 0.1 0.497
N -2.128 1.042 -1.692 0.3 -0.5 0.4 2.381
C -0.936 -3.160 -1.748 1.1 -0.2 1.1 -0.579
H 0.171 2.716 -5.389 -0.4 0.0 0.6 0.403
C 2.286 0.774 6.172 0.4 -0.2 0.2 -0.964
C 3.175 -0.632 -2.124 0.6 -0.3 -0.6 -1.253
H -1.713 1.415 -4.383 0.5 0.4 0.5 0.338
N -2.918 2.270 0.300 1.0 0.4 4.0 -0.189
N 3.215 1.569 2.715 0.4 -0.3 0.4 0.375
C 2.258 2.386 2.231 -0.1 -0.1 -0.4 -0.515
N -1.527 -1.934 -1.661 -1.6 -0.8 -2.1 0.503
H 1.486 2.761 2.856 -0.5 0.3 0.3 0.645
C -2.434 -1.866 -2.745 0.4 0.7 0.8 -1.507
C -2.980 3.108 3.311 0.5 -1.0 0.4 -0.640
H 3.950 -3.887 4.008 0.3 -0.3 0.5 0.497
C -5.892 3.572 -2.808 1.0 -0.2 1.1 -0.819
C -1.427 -3.886 -2.873 -0.1 1.1 0.5 0.913
Br 2.209 4.568 -4.201 0.0 -0.4 -0.2 -0.190
C -4.064 2.366 -1.843 0.8 -0.6 0.0 0.078
C -2.074 1.767 1.306 -0.5 0.1 -2.1 -1.269
N 0.033 -3.640 -0.872 -0.9 0.3 -1.3 -0.538
C 4.687 0.490 5.925 -0.3 -0.1 0.4 -0.989
C -2.995 1.989 -0.875 -0.8 -1.0 -4.1 -0.126
C -1.404 1.182 4.712 0.4 0.2 2.1 0.422
C 1.627 -2.482 2.076 -1.2 0.9 0.0 0.390
H -3.550 3.828 2.757 -0.3 0.2 -0.1 0.558
```
Forces are in eV/Å.

Values from the calculation:
spin multiplicity = 3
orbital gap (alpha / beta) = 4.509 / 4.507 eV
electronic energy = -237386.66154 eV
<S²> = 2.2665

---

electronic energy of number 3 (C53H30BrN14SeV)? -237386.66154 eV

---

Which formula does entry 3 have? C53H30BrN14SeV

---

Among the records above, which one has the lowest electronic energy? C53H30BrN14SeV

---

What is the electronic energy in the third record? -237386.66154 eV